Entry 1:
Molecular formula: C15H17ClFN4O7PS
Method: DFT, ωB97M-V/def2-TZVPD

The geometry in XYZ format:
```
47
Properties=species:S:1:pos:R:3
C -1.66752 -4.82464 2.14156
C -0.86623 -5.37535 0.78557
N -1.51837 -6.22377 -0.07572
C 0.68750 -4.80440 0.54435
N 0.61692 -3.31498 0.79365
P 0.72416 -2.34750 -0.69806
O -0.79594 -2.60415 -1.57390
Cl 2.22739 -3.03144 -2.03180
S 1.71020 -2.77531 2.04232
O 1.64405 -3.74472 3.28508
O 3.21028 -2.75854 1.60924
F 1.17993 -1.22141 2.64526
H -0.91069 -4.42616 2.96968
H -2.37784 -5.63415 2.60538
H -2.34311 -3.87846 1.87193
H -0.83623 -6.39625 -0.85007
H 1.43534 -5.37966 1.26163
H 0.98780 -5.11098 -0.54897
H -1.28719 -3.38859 -1.18403
C 1.81743 2.74076 3.86827
C 1.70864 4.13142 3.91672
C 0.86187 4.79849 3.02937
C 0.12183 4.05922 2.09632
C 0.23496 2.66368 2.04038
C 1.08720 2.00793 2.93107
N -0.78930 4.75245 1.17777
O -0.84719 5.98928 1.24575
O -1.45127 4.06146 0.39013
H 2.47471 2.22460 4.56595
H 2.28212 4.69574 4.64899
H 0.78816 5.88264 3.07996
H -0.32979 2.07798 1.31804
H 1.17964 0.92461 2.89760
C -1.81017 3.44771 -3.44903
C -2.38234 2.19133 -3.24338
C -1.63705 1.03524 -3.48292
C -0.31209 1.14954 -3.92588
C 0.26232 2.40947 -4.14052
C -0.49384 3.55845 -3.90025
N 0.48474 -0.06166 -4.15506
O -0.06517 -1.15794 -3.97213
O 1.66233 0.08120 -4.51410
H -2.39344 4.34635 -3.25549
H -3.40932 2.11316 -2.89303
H -2.09738 0.06355 -3.31780
H 1.28788 2.51267 -4.48886
H -0.05595 4.54114 -4.06098
```

Computed properties:
Lowest unoccupied orbital energy   -1.9 eV
Multiplicity   1
Orbital gap   8.15 eV
Net charge   0


Entry 2:
Molecular formula: C25H71ClO9PSi
Method: DFT, ωB97M-V/def2-TZVPD

The geometry in XYZ format:
```
108
Properties=species:S:1:pos:R:3
C 3.35077 -0.42453 0.14313
C 1.93599 0.25370 0.71927
C 1.23580 1.23861 -0.39565
C 0.71408 2.67918 0.19127
P -0.50227 3.40419 -1.08747
Cl -0.07485 2.59798 -3.05228
C -2.34845 3.27017 -0.63218
C -2.68282 2.40299 0.71582
O -3.64479 1.35230 0.34715
Si -2.86350 -0.18352 0.00232
C -1.57213 -0.75716 1.31020
C -2.11273 -0.30448 -1.79024
C -4.29748 -1.52556 0.03933
H 3.15358 -1.51873 -0.28187
H 4.13436 -0.56149 1.01254
H 3.79352 0.19914 -0.76202
H 1.20470 -0.67724 0.87036
H 2.13439 0.79238 1.75985
H 0.41416 0.65686 -1.01458
H 2.09327 1.49603 -1.18540
H 1.66667 3.39829 0.19156
H 0.33270 2.65848 1.29726
H -0.17262 4.82974 -1.20566
H -2.74606 4.38394 -0.47323
H -2.91234 2.88834 -1.60939
H -3.26786 3.13991 1.45048
H -1.75267 2.02714 1.31694
H -0.75664 0.09193 1.44450
H -0.95517 -1.72410 0.98110
H -2.04216 -0.91720 2.38726
H -2.13452 0.70566 -2.38086
H -1.03399 -0.80335 -1.73976
H -2.76932 -1.07054 -2.42512
H -4.79814 -1.40858 1.10610
H -3.91510 -2.60671 -0.19270
H -5.09228 -1.15115 -0.75358
C 7.34518 -1.30904 1.39289
C 7.31212 0.14510 0.97022
O 6.74441 0.93756 2.00269
H 6.33510 -1.66778 1.61635
H 7.77606 -1.93430 0.60583
H 7.93657 -1.43380 2.30586
H 6.70223 0.26847 0.07044
H 8.31981 0.51485 0.75749
H 7.29801 0.82756 2.79480
C -6.62150 0.15315 -3.69057
C -7.50312 -1.01801 -3.30929
O -7.23826 -1.40875 -1.97008
H -5.56408 -0.11222 -3.58894
H -6.81019 0.46383 -4.72204
H -6.80104 1.00540 -3.02706
H -7.30488 -1.87440 -3.96051
H -8.56213 -0.75644 -3.39591
H -7.42531 -0.64395 -1.39903
C 4.33877 1.93589 -3.78736
C 5.72260 1.34132 -3.62684
O 5.76562 0.51782 -2.47086
H 4.06965 2.52749 -2.90617
H 4.29002 2.57732 -4.67182
H 3.58640 1.14615 -3.88250
H 6.46832 2.13318 -3.51003
H 5.99378 0.73771 -4.49835
H 5.10566 -0.18695 -2.58818
C -6.85658 -3.02910 4.02802
C -5.77629 -3.33156 3.01030
O -4.58987 -2.62316 3.33721
H -7.06773 -1.95510 4.05726
H -7.77963 -3.56418 3.78774
H -6.53327 -3.31748 5.03356
H -6.09460 -3.02174 2.01056
H -5.55036 -4.40193 2.98431
H -4.31086 -2.91153 4.22321
C -6.85974 -2.11926 -8.52132
C -6.20500 -1.98962 -7.16162
O -7.14194 -2.29928 -6.14057
H -7.72121 -1.44790 -8.59906
H -6.15175 -1.87937 -9.31961
H -7.23397 -3.13657 -8.67572
H -5.85224 -0.96636 -7.00258
H -5.35050 -2.66719 -7.07143
H -7.44284 -3.21271 -6.28592
C 4.39867 2.75424 4.02087
C 3.81347 3.84637 3.14964
O 2.40510 3.69071 3.05720
H 4.16572 1.76699 3.60860
H 5.48467 2.85728 4.09869
H 3.96811 2.78878 5.02697
H 4.22988 3.79451 2.13934
H 4.03108 4.83624 3.56222
H 2.04411 3.74660 3.95863
C 1.24342 2.39174 8.21469
C 2.32371 2.08928 7.19697
O 3.51013 2.79768 7.52387
H 1.03227 3.46573 8.24393
H 0.32037 1.85666 7.97441
H 1.56673 2.10335 9.22022
H 2.00540 2.39909 6.19723
H 2.54964 1.01890 7.17098
H 3.78914 2.50930 8.40988
C 5.42940 -4.49292 -1.19519
C 4.04723 -4.06588 -1.64409
O 4.07695 -2.71815 -2.09020
H 5.78780 -3.84745 -0.38660
H 5.42275 -5.52858 -0.84385
H 6.14824 -4.40360 -2.01622
H 3.33687 -4.13566 -0.81505
H 3.68722 -4.69845 -2.46121
H 4.70434 -2.66850 -2.83177
```

Computed properties:
Lowest unoccupied orbital energy   -4.1 eV
Multiplicity   1
Orbital gap   7.44 eV
Net charge   +1